(1)
Molecular formula: C4H37N2O13S
Method: DFT, wB97M-V/def2-TZVPD

Output
Energy relative to the best compared isomer or geometry (same formula, charge and spin), kcal per mole: 16.2
HOMO-LUMO gap, eV: 6.6

The geometry in ORCA input format:
```
! wB97M-V def2-TZVPD RIJCOSX def2/J DEFGRID3
* xyz -1 1
N 1.948 -1.369 0.237
C 0.939 -2.107 -0.557
C 0.528 -1.380 -1.843
S 1.866 -0.888 -3.007
C -0.231 -2.417 0.360
N 0.054 -3.517 1.256
C -0.748 -3.548 2.471
H 2.848 -1.447 -0.210
H 1.718 -0.388 0.124
H 1.435 -3.031 -0.881
H -0.168 -2.071 -2.345
H -0.090 -0.516 -1.548
H -1.001 -2.705 -0.378
H -0.573 -1.469 0.794
H 1.051 -3.536 1.416
H -0.630 -2.616 3.035
H -0.376 -4.419 3.024
H -1.788 -3.814 2.281
H -1.844 2.170 3.030
H -2.054 2.635 1.663
O -2.552 2.139 2.332
H 0.939 -5.219 -2.280
H 0.427 -4.848 -0.897
O 0.162 -5.284 -1.720
H 2.415 1.225 2.141
H 1.508 0.021 2.101
O 1.554 0.909 2.479
H -4.121 -0.054 1.285
H -3.548 1.448 1.263
O -4.167 0.793 0.840
H 2.331 2.732 0.461
H 3.493 1.856 0.323
O 3.154 2.531 0.939
H -0.474 3.947 1.275
H 0.909 3.662 1.754
O 0.056 3.971 2.080
H -3.893 0.884 -0.836
H -3.191 0.414 -2.152
O -3.503 1.207 -1.707
H -0.054 2.503 -1.713
H 0.788 1.574 -2.626
O 0.762 1.957 -1.744
H 2.444 -3.923 -2.919
H 3.372 -2.731 -2.900
O 3.369 -3.702 -2.805
H -1.910 3.685 -1.610
H -2.305 2.249 -1.204
O -1.680 2.983 -0.970
H 4.797 0.085 -1.313
H 3.423 0.487 -1.660
O 4.066 0.569 -0.912
H 0.350 1.603 3.377
H -0.386 2.904 3.927
O -0.401 1.944 3.911
H -3.756 4.110 -1.707
H -3.855 3.573 -3.135
O -3.407 4.233 -2.597
*
```

Results of the Mulliken charge analysis, in e, for atoms 1 through 2: -0.468 -0.127


(2)
Molecular formula: C29H22N5O4ReS4
Method: DFT, wB97M-V/def2-TZVPD

Output
⟨S²⟩: 0.756
Energy relative to the best compared isomer or geometry (same formula, charge and spin), kcal per mole: 2.3
HOMO-LUMO gap (alpha / beta), eV: 6.8 / 7.0

The geometry in ORCA input format:
```
! wB97M-V def2-TZVPD RIJCOSX def2/J DEFGRID3
* xyz 1 2
Re -0.327 0.659 0.366
N -1.965 4.642 -0.618
C -1.699 3.451 -0.056
S -1.263 2.117 -1.108
N -1.802 3.288 1.217
N -1.481 2.021 1.653
C -1.763 1.808 2.891
C -1.539 0.558 3.554
C -1.560 0.474 4.953
C -1.334 -0.733 5.580
C -1.113 -1.879 4.814
C -1.125 -1.826 3.432
C -1.341 -0.604 2.793
O -1.416 -0.568 1.460
H -1.966 4.748 -1.615
H -2.336 5.380 -0.044
H -2.184 2.640 3.448
H -1.743 1.369 5.535
H -1.336 -0.791 6.660
H -0.937 -2.826 5.306
H -0.965 -2.709 2.830
S 5.530 2.291 -3.422
C 6.649 3.185 -2.494
C 6.319 3.199 -1.174
C 5.129 2.481 -0.904
C 4.579 1.931 -2.032
C 3.369 1.120 -2.117
C 2.368 1.284 -1.137
N 1.265 0.560 -1.117
C 1.055 -0.354 -2.092
C 1.973 -0.574 -3.121
C 1.657 -1.560 -4.114
C 0.494 -2.248 -4.070
C -0.469 -2.016 -3.032
C -1.703 -2.673 -2.947
C -2.582 -2.374 -1.925
C -2.183 -1.413 -0.974
N -1.016 -0.793 -1.021
C -0.168 -1.073 -2.048
C -3.890 -3.013 -1.794
C -4.858 -2.776 -0.852
C -6.010 -3.578 -1.030
C -5.903 -4.412 -2.101
S -4.400 -4.242 -2.890
C 3.153 0.182 -3.107
H 7.494 3.653 -2.973
H 6.905 3.702 -0.419
H 4.723 2.339 0.088
H 2.472 2.032 -0.366
H 2.371 -1.740 -4.906
H 0.265 -2.985 -4.829
H -1.960 -3.407 -3.702
H -2.817 -1.147 -0.147
H -4.767 -2.049 -0.059
H -6.881 -3.534 -0.394
H -6.625 -5.123 -2.464
H 3.901 0.014 -3.873
C 1.979 0.368 3.736
S 2.010 0.591 1.990
O 3.381 0.700 1.601
O 1.249 -0.527 1.348
O 1.155 1.776 1.625
H 2.635 -0.470 3.961
H 0.966 0.175 4.074
H 2.376 1.281 4.176
*
```

Results of the Mulliken charge analysis, in e, for atoms 1 through 2: 1.006 -0.405


(3)
Molecular formula: C2H8N7
Method: DFT, wB97M-V/def2-TZVPD

Output
Energy relative to the best compared isomer or geometry (same formula, charge and spin), kcal per mole: 5.7
HOMO-LUMO gap, eV: 8.5

The geometry in ORCA input format:
```
! wB97M-V def2-TZVPD RIJCOSX def2/J DEFGRID3
* xyz 1 1
C 0.067 1.370 -0.039
C -1.425 -2.468 0.565
N 3.673 -0.521 0.096
N 2.678 -0.443 0.570
N -0.868 -1.959 -0.496
N -0.489 -0.763 -0.833
N 0.629 2.301 0.779
N -0.405 1.643 -1.278
N -0.192 0.080 0.239
H -1.734 -3.440 0.632
H -1.662 -1.798 1.453
H -0.741 -2.467 -1.373
H 0.488 3.322 0.671
H 1.269 2.067 1.462
H -0.331 2.571 -1.607
H -0.613 0.908 -1.937
H -0.344 -0.403 1.096
*
```

Results of the Mulliken charge analysis, in e, for atoms 1 through 2: 0.485 -0.276


(4)
Molecular formula: C5H14NO2
Method: DFT, wB97M-V/def2-TZVPD

Output
⟨S²⟩: 0.755
Energy relative to the best compared isomer or geometry (same formula, charge and spin), kcal per mole: 54.8
HOMO-LUMO gap (alpha / beta), eV: 8.7 / 3.4

The geometry in ORCA input format:
```
! wB97M-V def2-TZVPD RIJCOSX def2/J DEFGRID3
* xyz 2 2
C 1.247 -1.381 1.880
O 1.829 -0.134 1.463
C 0.158 -1.914 0.956
C -1.053 -0.861 0.708
C -0.609 0.220 -0.312
C -1.565 2.453 -0.504
N -0.826 1.586 0.113
H 2.098 -2.186 1.937
H 0.784 -1.010 2.800
H 2.609 -0.182 0.951
H -0.351 -2.820 1.187
H 0.502 -2.263 0.035
H -1.976 -1.409 0.376
H -1.376 -0.415 1.598
H 0.522 0.149 -0.426
H -1.221 -0.081 -1.228
H -1.710 3.400 -0.005
H -1.735 2.233 -1.538
H -0.482 1.583 1.069
H 1.312 1.001 -4.450
H 1.109 0.892 -2.880
O 0.733 1.140 -3.731
*
```

Results of the Mulliken charge analysis, in e, for atoms 1 through 2: -0.171 -0.219


> energy relative to the best compared isomer or geometry (same formula, charge and spin) of number 2 (C29H22N5O4ReS4)?

2.3 kcal per mole


> Look up the energy relative to the best compared isomer or geometry (same formula, charge and spin) of the second one.

2.3 kcal per mole